1.
Computed, not measured: C5H9NOS as an isolated structure in a non-equilibrium geometry, with ωB97M-V with the def2-TZVPD basis set.

The geometry in XYZ format:
```
17
Properties=species:S:1:pos:R:3:forces:R:3
C 1.234080 1.353988 -0.032264 0.1 -1.7 1.8
C 0.900605 -0.128706 0.183668 0.7 0.6 1.3
C -1.602597 -0.435829 1.414494 -3.2 2.7 -1.2
C -0.233717 -0.787140 -0.573330 0.2 -0.1 -1.9
C -1.670116 -0.506178 -0.131540 -0.2 -0.2 2.3
N 2.285418 0.007977 -0.469268 -2.1 0.6 0.5
O 2.819109 2.167881 -1.785405 0.4 -0.4 1.2
S 1.637642 1.032095 -1.646671 2.1 1.6 -1.1
H 1.009639 -0.520829 1.259096 -0.1 0.8 -1.7
H -1.438090 -1.331854 1.803691 1.0 -4.1 1.8
H -2.556456 -0.096347 1.901144 0.5 -0.3 -0.8
H -0.896795 0.236553 1.787903 1.2 1.1 0.3
H -0.065218 -0.645327 -1.672062 -0.4 0.2 0.7
H -0.033066 -1.828566 -0.487837 -0.2 -1.2 0.3
H -2.163287 0.421770 -0.357268 0.4 0.6 -1.1
H -2.416725 -1.292296 -0.362722 0.8 0.2 -0.3
H 3.189574 2.352808 -0.831629 -1.3 -0.6 -2.1
```
Positions in Å, forces in eV/Å.

As for the highest occupied orbital energy: -8.89 eV. For the LUMO energy, the calculation gives 0.0240 Ha. The value obtained for the HOMO-LUMO gap is 9.54 eV. The value obtained for the largest force on an atom is 4.55 eV/Å.

2.
Computed, not measured: an isolated ion of composition C6H12N and charge +1 in a non-equilibrium geometry, with ωB97M-V with the def2-TZVPD basis set.

The geometry in XYZ format:
```
19
Properties=species:S:1:pos:R:3:forces:R:3
C -0.438099 1.104538 -3.382212 0.1 -1.2 -1.9
C -0.304296 0.020518 -2.579402 0.9 0.5 -1.3
C -0.591657 0.002988 -1.206053 -0.5 0.5 3.1
C -0.395635 -0.824236 -0.133470 1.3 0.8 0.0
C -0.880817 -0.389582 1.258144 -0.9 1.7 -1.2
C 0.176573 -0.696125 2.278871 -1.2 1.2 0.6
N 1.374728 0.190868 1.896953 0.5 -1.2 -0.3
H -1.242613 1.792472 -3.606730 0.0 0.7 1.7
H 0.165605 1.093209 -4.301841 -0.2 -0.5 0.2
H 0.188772 -0.831260 -3.035688 0.5 0.0 0.3
H -0.791790 0.976293 -0.745835 -1.4 0.2 -0.9
H 0.482965 -1.484303 -0.053892 -1.1 -1.0 -0.8
H -1.095481 0.709645 1.216448 0.4 -0.4 0.1
H -1.904274 -0.712150 1.489848 0.5 -0.8 0.2
H -0.034011 -0.356770 3.296405 -0.4 -0.4 -0.1
H 0.290689 -1.788416 2.246624 1.3 0.5 0.1
H 1.383628 1.180878 2.154974 -0.8 -0.2 0.6
H 2.194261 -0.228030 2.339664 0.4 0.2 -0.6
H 1.421455 0.239464 0.867192 0.4 -0.6 0.1
```
Positions in Å, forces in eV/Å.

As for the highest occupied orbital energy: -11.91 eV. For the LUMO energy, the calculation gives -0.1340 Ha. The SMILES is C=C/C=C/CC[NH3+]. Its total charge is +1. The value obtained for the HOMO-LUMO gap is 8.27 eV. The value obtained for the largest force on an atom is 3.21 eV/Å.

3.
Computed, not measured: an isolated ion of composition CH6NOS and charge +1 in a non-equilibrium geometry, with ωB97M-V with the def2-TZVPD basis set.

The geometry in XYZ format:
```
10
Properties=species:S:1:pos:R:3:forces:R:3
N 1.007345 -0.004935 -0.644004 -1.0 -3.6 -0.4
C 0.054671 0.207140 0.433528 -2.9 2.8 -0.9
O -1.102789 0.757541 -0.715744 2.6 -0.6 2.8
S -0.530847 -1.325096 1.157408 2.0 -0.5 -1.5
H 0.982292 -1.018464 -0.936181 0.4 0.9 0.4
H 1.934282 0.260370 -0.479096 1.9 0.8 0.2
H 0.512545 0.418390 -1.409681 0.0 1.1 -1.1
H 0.453697 1.118622 1.076268 -1.4 -2.0 -1.1
H -1.962223 0.404382 -0.470780 -0.3 -0.1 0.2
H -1.348971 -0.817950 1.988281 -1.3 1.1 1.5
```
Positions in Å, forces in eV/Å.

As for the highest occupied orbital energy: -14.91 eV. For the LUMO energy, the calculation gives -0.1467 Ha. The SMILES is [NH3+][C@@H](O)S. Its total charge is +1. The value obtained for the HOMO-LUMO gap is 10.92 eV. The value obtained for the largest force on an atom is 4.15 eV/Å.

4.
Computed, not measured: one molecule with the formula C5H9BF3NO5S in a non-equilibrium geometry, with ωB97M-V with the def2-TZVPD basis set.

The geometry in XYZ format:
```
25
Properties=species:S:1:pos:R:3:forces:R:3
C 2.483869 -1.193123 0.797525 -0.6 -1.1 -0.3
N 2.184855 0.280802 0.603677 -1.2 -0.5 -0.5
C 2.472014 0.724300 -0.819324 -0.3 0.1 -0.8
B 0.736593 0.620560 1.005167 1.0 1.3 1.5
O 0.430657 1.757907 1.941459 0.4 -1.1 -3.9
C -0.504655 -0.265920 0.344342 0.3 -0.2 -1.4
O -0.700322 -1.666332 0.843549 -2.1 0.9 -2.3
S -1.960120 -2.185865 -0.209220 -1.0 -4.8 -3.2
O -1.671301 -2.298845 -1.730814 -0.2 1.7 5.8
O -2.513135 -3.556225 0.251095 1.8 6.1 -0.4
O -2.921511 -0.773527 0.024445 2.4 -0.5 0.4
C -2.011699 0.382991 0.316745 -0.5 0.0 0.1
C -2.278917 1.546884 -0.824665 -0.5 1.5 -0.7
F -2.380031 2.869824 -0.108379 0.4 -4.2 -2.6
F -1.135234 1.645909 -1.780242 -4.0 -0.1 2.9
F -3.578690 1.359785 -1.549552 4.9 0.8 2.3
H 2.238512 -1.524197 1.910916 0.6 0.8 -2.4
H 3.598161 -1.480292 0.535615 -2.2 0.9 0.6
H 1.792514 -1.829664 0.064904 1.4 1.0 1.5
H 1.907775 0.062175 -1.627727 1.0 1.1 1.5
H 2.044772 1.817176 -0.948118 1.2 -2.1 0.1
H 3.626316 0.647448 -1.098669 -2.5 0.4 0.9
H 0.555791 2.640212 1.461905 0.0 -1.7 1.2
H -0.069708 -0.474971 -0.746512 -1.3 1.0 1.8
H -2.346506 0.892986 1.341876 0.8 -1.3 -2.3
```
Positions in Å, forces in eV/Å.

As for the highest occupied orbital energy: -9.64 eV. For the LUMO energy, the calculation gives -0.0304 Ha. The SMILES is CN(C)B(O)[C@H]1OS(=O)(=O)O[C@@H]1C(F)(F)F. The value obtained for the HOMO-LUMO gap is 8.81 eV. The value obtained for the largest force on an atom is 6.31 eV/Å.

What is the LUMO in the first record?
0.0240 Ha

What did the third record say?
Computed, not measured: an isolated ion of composition CH6NOS and charge +1 in a non-equilibrium geometry, with ωB97M-V with the def2-TZVPD basis set.

The geometry in XYZ format:
```
10
Properties=species:S:1:pos:R:3:forces:R:3
N 1.007345 -0.004935 -0.644004 -1.0 -3.6 -0.4
C 0.054671 0.207140 0.433528 -2.9 2.8 -0.9
O -1.102789 0.757541 -0.715744 2.6 -0.6 2.8
S -0.530847 -1.325096 1.157408 2.0 -0.5 -1.5
H 0.982292 -1.018464 -0.936181 0.4 0.9 0.4
H 1.934282 0.260370 -0.479096 1.9 0.8 0.2
H 0.512545 0.418390 -1.409681 0.0 1.1 -1.1
H 0.453697 1.118622 1.076268 -1.4 -2.0 -1.1
H -1.962223 0.404382 -0.470780 -0.3 -0.1 0.2
H -1.348971 -0.817950 1.988281 -1.3 1.1 1.5
```
Positions in Å, forces in eV/Å.

As for the highest occupied orbital energy: -14.91 eV. For the LUMO energy, the calculation gives -0.1467 Ha. The SMILES is [NH3+][C@@H](O)S. Its total charge is +1. The value obtained for the HOMO-LUMO gap is 10.92 eV. The value obtained for the largest force on an atom is 4.15 eV/Å.